# 1
A molecular structure, C29H49IN4O3S at a distorted geometry. Source: OMol25; level of theory: ωB97M-V/def2-TZVPD.

Geometry (Å):
C (0.314454, -3.290719, 6.038237)
O (1.198654, -2.214833, 6.386232)
C (0.436523, -1.024781, 6.729477)
C (0.697551, 0.171578, 5.749940)
C (-0.151931, 0.463317, 4.564912)
C (-1.410122, -0.380024, 4.153998)
C (-2.520903, -0.545777, 5.275686)
C (-2.758442, 0.724561, 6.185899)
I (-3.589809, -0.043431, 8.084897)
C (0.185564, 1.640544, 3.649151)
C (1.380964, 2.514225, 3.931036)
C (2.228238, 2.251953, 5.152332)
N (3.349576, 2.950351, 5.601792)
S (3.795870, 2.132809, 7.017418)
N (2.693999, 0.853196, 7.175182)
C (1.882635, 1.074752, 6.068073)
H (0.835631, -4.111415, 5.465671)
H (-0.511409, -2.856987, 5.401097)
H (-0.179653, -3.787440, 6.929672)
H (0.852879, -0.704419, 7.739431)
H (-0.647684, -1.261898, 6.909591)
H (-1.032072, -1.427657, 3.910832)
H (-1.839391, -0.001536, 3.172967)
H (-2.356219, -1.497585, 5.870794)
H (-3.501642, -0.729091, 4.725560)
H (-3.576536, 1.395817, 5.788624)
H (-1.832264, 1.276285, 6.490386)
H (-0.456943, 1.827405, 2.739301)
H (1.593503, 3.343863, 3.206128)
C (4.182072, 2.004060, -1.747183)
C (3.466691, 1.559420, -0.452358)
C (4.420361, 0.755218, 0.454618)
C (4.625735, -0.689433, 0.020363)
C (3.282106, -1.385176, -0.161863)
C (2.357302, -0.636725, -1.136462)
N (2.218243, 0.818383, -0.804226)
O (1.393758, 0.909601, 0.243858)
C (2.899534, -0.824998, -2.572094)
C (0.991488, -1.356507, -1.175758)
C (3.205500, 2.903551, 0.266862)
H (4.311811, 1.226582, -2.494220)
H (3.630946, 2.812721, -2.239492)
H (5.185891, 2.379872, -1.529309)
H (4.022290, 0.741137, 1.477208)
H (5.390846, 1.252336, 0.518938)
H (5.219079, -0.727341, -0.898474)
H (5.207892, -1.217731, 0.781353)
H (3.453332, -2.406387, -0.514742)
H (2.798865, -1.479251, 0.817752)
H (2.392562, -0.165035, -3.280288)
H (2.739802, -1.850333, -2.917588)
H (3.975120, -0.671317, -2.657689)
H (0.523600, -1.424207, -0.191488)
H (1.104414, -2.382506, -1.530854)
H (0.301307, -0.846490, -1.853126)
H (2.490766, 3.519639, -0.287597)
H (4.133765, 3.474027, 0.356920)
H (2.821703, 2.767574, 1.279687)
C (-4.398876, -1.616603, -5.802864)
C (-3.310649, -1.551145, -4.708486)
C (-3.893254, -1.014927, -3.385091)
C (-4.079731, 0.495718, -3.350840)
C (-2.783673, 1.199332, -3.735693)
C (-2.242749, 0.735447, -5.098561)
N (-2.149532, -0.756307, -5.209554)
O (-1.075940, -1.139744, -4.512720)
C (-3.147262, 1.315397, -6.210396)
C (-0.882354, 1.422898, -5.351777)
C (-2.981157, -3.044066, -4.471144)
H (-4.662202, -0.663077, -6.251043)
H (-4.084593, -2.265849, -6.627142)
H (-5.330777, -2.026385, -5.402870)
H (-3.224175, -1.285499, -2.558469)
H (-4.847627, -1.499695, -3.167580)
H (-4.901434, 0.790341, -4.010912)
H (-4.373677, 0.802317, -2.342468)
H (-2.953051, 2.280045, -3.746014)
H (-2.037984, 1.016244, -2.953104)
H (-2.922404, 0.868349, -7.181808)
H (-2.998221, 2.394410, -6.310722)
H (-4.212738, 1.203398, -6.011244)
H (-0.153588, 1.212619, -4.566683)
H (-0.998231, 2.508055, -5.379437)
H (-0.459428, 1.110014, -6.309753)
H (-2.510676, -3.492691, -5.351193)
H (-3.894754, -3.606854, -4.261456)
H (-2.317069, -3.195489, -3.618036)

Cartesian forces (eV/Å) of the 2 atoms listed first:
C -0.75 -0.25 -0.36
O -1.21 -0.10 -0.21

Computed properties:
⟨S²⟩ ... 2.009
2S+1 ... 3
Orbital gap (spin up / spin down) ... 0.278 / 0.278 Ha

Atomic partial charges in e from the Mulliken method, atoms 1 to 4:
1. C -0.4603
2. O -0.3685
3. C -0.8648
4. C 0.8672

***

# 2
10 unconnected molecules or ions with the total composition C52H55BrN11PS2 at a distorted geometry. Source: OMol25; level of theory: ωB97M-V/def2-TZVPD.

Geometry (Å):
C (-6.466494, 6.781564, -4.061950)
C (-5.774191, 5.413234, -3.999171)
Br (-6.929303, 3.982747, -3.327410)
C (-4.421231, 5.555627, -3.237331)
C (-4.452933, 5.078139, -1.766899)
C (-3.647007, 6.089054, -0.983285)
N (-3.149657, 6.961007, -0.460087)
C (-3.764632, 3.650291, -1.563347)
S (-1.990564, 3.950706, -1.194208)
C (-3.932817, 2.775312, -2.749086)
N (-3.772564, 2.135952, -3.670017)
P (-4.499245, 2.787911, -0.074710)
S (-3.571974, 1.087938, 0.215260)
H (-6.623235, 7.215634, -3.067668)
H (-5.801562, 7.438880, -4.640946)
H (-7.410620, 6.761738, -4.618089)
H (-5.525934, 5.143851, -5.029864)
H (-3.620290, 5.097752, -3.826763)
H (-4.193992, 6.628332, -3.214518)
H (-5.442942, 5.105060, -1.301869)
H (-1.509145, 2.777284, -0.709112)
H (-4.315104, 3.636534, 1.038967)
H (-5.859606, 2.519082, -0.353077)
C (-2.140917, -1.343428, 4.154241)
C (-1.952897, -2.664793, 4.529021)
C (-2.095552, -3.649233, 3.562782)
N (-2.406266, -3.396476, 2.289044)
C (-2.583019, -2.117823, 1.949099)
C (-2.462429, -1.060922, 2.835363)
H (-2.036858, -0.548272, 4.875434)
H (-1.699425, -2.928522, 5.547679)
H (-1.952825, -4.692527, 3.806566)
H (-2.835010, -1.942717, 0.907322)
H (-2.615135, -0.044593, 2.498764)
C (1.919174, 6.250061, -1.026534)
C (2.650986, 6.691878, -2.116446)
C (2.049722, 7.583991, -2.990437)
N (0.804280, 8.041583, -2.845861)
C (0.116353, 7.602552, -1.790117)
C (0.624323, 6.713047, -0.855462)
H (2.352808, 5.552725, -0.319976)
H (3.663119, 6.350759, -2.286624)
H (2.584840, 7.958639, -3.856479)
H (-0.892416, 7.987646, -1.697259)
H (0.019998, 6.391877, -0.017010)
C (2.667593, 1.720346, 5.094192)
C (1.578295, 2.420593, 4.602153)
C (0.359962, 1.764979, 4.520974)
N (0.174499, 0.495850, 4.886633)
C (1.235654, -0.160650, 5.355475)
C (2.496602, 0.401424, 5.480672)
H (3.637072, 2.196132, 5.174643)
H (1.670535, 3.451638, 4.288330)
H (-0.521418, 2.273890, 4.143969)
H (1.054882, -1.191987, 5.641286)
H (3.321714, -0.179588, 5.869530)
C (-0.253990, -7.337836, 1.811556)
C (-0.411834, -6.005142, 1.465254)
C (0.670823, -5.336691, 0.914767)
N (1.861947, -5.901242, 0.699454)
C (1.992966, -7.184533, 1.039697)
C (0.973744, -7.943906, 1.593974)
H (-1.075865, -7.894767, 2.247480)
H (-1.351952, -5.493146, 1.620781)
H (0.591765, -4.293199, 0.628182)
H (2.971447, -7.616475, 0.854959)
H (1.138136, -8.982667, 1.849878)
C (-3.166166, -1.962807, -2.386724)
C (-2.975898, -3.276627, -1.988096)
C (-3.109349, -4.275896, -2.939950)
N (-3.414099, -4.047015, -4.218303)
C (-3.594315, -2.775494, -4.579641)
C (-3.481400, -1.701610, -3.710087)
H (-3.070324, -1.151949, -1.674615)
H (-2.729167, -3.522914, -0.962839)
H (-2.966521, -5.318078, -2.675270)
H (-3.842627, -2.620491, -5.624322)
H (-3.636421, -0.689152, -4.059375)
C (5.692827, 3.651801, -6.387654)
C (4.366298, 3.406299, -6.071528)
C (3.928929, 3.712850, -4.792561)
N (4.712673, 4.228319, -3.844171)
C (5.987161, 4.455322, -4.169777)
C (6.525219, 4.188849, -5.418742)
H (6.073518, 3.427237, -7.376525)
H (3.684989, 2.986849, -6.799488)
H (2.898293, 3.540668, -4.500961)
H (6.602115, 4.872932, -3.379122)
H (7.567191, 4.396288, -5.623856)
C (0.693733, -7.592810, 6.965027)
C (1.431027, -7.153488, 5.877609)
C (0.823339, -6.293107, 4.976425)
N (-0.434256, -5.865356, 5.094707)
C (-1.127457, -6.301099, 6.147298)
C (-0.614328, -7.159053, 7.107150)
H (1.132410, -8.265043, 7.692170)
H (2.454494, -7.470450, 5.729845)
H (1.361240, -5.921817, 4.109963)
H (-2.148705, -5.937682, 6.214766)
H (-1.223175, -7.478784, 7.942076)
C (-4.873728, -10.829161, 4.176375)
C (-5.015736, -9.498868, 3.818052)
C (-3.927024, -8.850924, 3.255853)
N (-2.746671, -9.434093, 3.042330)
C (-2.630080, -10.714645, 3.395797)
C (-3.656396, -11.454413, 3.961558)
H (-5.700770, -11.371732, 4.617330)
H (-5.949274, -8.974415, 3.969948)
H (-3.992347, -7.809926, 2.956700)
H (-1.658656, -11.161159, 3.212099)
H (-3.505240, -12.491964, 4.226828)
C (10.335633, 7.951623, -4.070887)
C (9.501530, 7.871921, -5.173459)
C (9.153410, 6.615699, -5.643110)
N (9.578090, 5.473700, -5.097798)
C (10.382197, 5.573956, -4.038050)
C (10.787091, 6.779713, -3.487418)
H (10.630008, 8.914245, -3.671726)
H (9.127754, 8.763288, -5.658549)
H (8.498876, 6.505888, -6.501542)
H (10.714167, 4.631386, -3.616524)
H (11.439311, 6.798823, -2.625004)

Cartesian forces (eV/Å) of the 2 atoms listed first:
C -0.14 -0.21 -0.18
C 0.64 0.83 -0.48

Computed properties:
SMILES string ... C[C@H](Br)C[C@H](C#N)[C@](S)(C#N)[PH2]=S.c1ccncc1.c1ccncc1.c1ccncc1.c1ccncc1.c1ccncc1.c1ccncc1.c1ccncc1.c1ccncc1.c1ccncc1
Energy relative to the best compared isomer or geometry (same formula, charge and spin) ... 42.8 kJ/mol
Orbital gap ... 0.337 Ha

Atomic partial charges in e from the Mulliken method, atoms 1 to 4:
1. C -1.3188
2. C 0.1444
3. Br -0.1538
4. C -1.2213

***

# 3
2 unconnected molecules or ions with the total composition C5H11NO at a distorted geometry. Source: OMol25; level of theory: ωB97M-V/def2-TZVPD.

Geometry (Å):
C (0.758119, 0.683795, 1.556701)
N (0.188609, 0.065766, 0.379116)
C (0.941859, -0.502244, -0.616913)
C (2.446702, -0.282897, -0.589109)
O (0.402371, -1.123436, -1.519795)
H (0.549090, 0.187231, 2.505530)
H (1.840569, 0.812324, 1.601839)
H (0.386762, 1.690752, 1.693341)
H (-0.758172, 0.372224, 0.053316)
H (2.879681, -0.729683, -1.484339)
H (2.899150, -0.737670, 0.295482)
H (2.691642, 0.787216, -0.575349)
C (-2.561948, 0.388015, -0.864678)
C (-2.483175, -0.769511, -0.209168)
H (-3.211045, 1.208915, -0.565425)
H (-2.076230, 0.490447, -1.829908)
H (-1.876665, -1.609822, -0.549481)
H (-3.017317, -0.931425, 0.718835)

Cartesian forces (eV/Å) of the 2 atoms listed first:
C 0.12 0.69 0.72
N 0.30 0.60 -0.19

Computed properties:
SMILES string ... CNC(C)=O.C=C
Energy relative to the best compared isomer or geometry (same formula, charge and spin) ... 167.7 kJ/mol
Orbital gap ... 0.376 Ha

Atomic partial charges in e from the natural (NBO) method, atoms 1 to 4:
1. C -0.4233
2. N -0.6676
3. C 0.6865
4. C -0.7221